# C8H27O5

A 5-piece molecular cluster, C8H27O5 overall (the ωB97M-V functional and the def2-TZVPD basis, the Open Molecules 2025 dataset).

Structure (XYZ):
```
40
C8H27O5 | the Open Molecules 2025 dataset | the ωB97M-V functional and the def2-TZVPD basis
O -0.19676 0.64854 0.52801
H -0.85838 0.01177 0.80800
H -0.09607 0.58729 -0.42473
H -0.44230 1.53966 0.78730
C 3.11830 -1.81259 2.97938
C 3.28113 -2.85912 1.90034
C 3.43218 -4.20783 2.58684
O 2.19171 -3.01810 1.00079
H 3.09037 -0.80203 2.57184
H 3.98770 -1.94498 3.62334
H 2.20843 -2.03703 3.53602
H 4.09997 -2.74852 1.18944
H 4.18553 -4.28182 3.37111
H 3.52208 -4.99223 1.83536
H 2.45783 -4.58749 2.89444
H 2.56163 -3.17304 0.12857
C 0.02329 4.39614 -1.70064
C -1.30379 4.47680 -0.92935
C -2.35532 3.63731 -1.63168
O -0.91050 3.90370 0.26505
H 0.04524 4.74764 -2.73218
H 0.45894 3.39790 -1.74340
H 0.80510 4.97544 -1.20942
H -1.59114 5.50249 -0.69805
H -2.01517 2.60376 -1.69623
H -2.70296 3.85106 -2.64239
H -3.21573 3.54343 -0.96912
H -1.17731 4.47879 0.98594
C -3.73804 -1.55111 0.68900
O -2.91069 -1.08137 1.79711
H -3.26875 -2.40195 0.19509
H -4.72092 -1.85994 1.04490
H -3.86464 -0.71031 0.00700
H -3.32470 -1.34201 2.62310
C -0.36855 -1.42225 -3.47251
O 0.45035 -0.45576 -2.89577
H -0.94759 -1.07104 -4.32661
H 0.28942 -2.18070 -3.89670
H -1.17696 -1.76963 -2.82915
H 0.97707 0.00912 -3.55004
```

Results
Frontier orbital gap (Ha): 0.3275
Total charge: +1
LUMO energy (eV): -3.48
Highest occupied orbital energy (eV): -12.39

Atomic partial charges in e from the natural (NBO) method, atoms 1 to 4: O -0.7490; H 0.5771; H 0.5730; H 0.5788